Record 1
DFT (wB97M-V/def2-TZVPD) results for 2 unconnected molecules or ions with the total composition H3OP in a non-equilibrium geometry.

Properties
strongest force on any atom: 5.9 eV/A
electronic energy: -418.2447 Ha
ΔE to the lowest compared entry with this formula, charge and spin: 314.45 kJ/mol

Positions of all 5 atoms, in Å:
O 0.2235 -0.9190 0.3742
P 0.2313 0.4063 -0.4991
H -0.6442 -2.0338 -0.2930
H -0.8135 1.2358 0.2030
H 1.0028 1.3106 0.2149

***

Record 2
DFT (wB97M-V/def2-TZVPD) results for a single H3OPS2 molecule in a non-equilibrium geometry.

Properties
strongest force on any atom: 5.4 eV/A
electronic energy: -1214.6426 Ha
structure (SMILES): O=[S@@H](P)=S
ΔE to the lowest compared entry with this formula, charge and spin: 444.87 kJ/mol

Positions of all 7 atoms, in Å:
O 1.5879 1.4434 -1.1040
S 0.4159 1.2720 0.0073
P -0.3790 -0.8676 -0.3896
S 0.5711 2.2312 1.6901
H -0.6884 1.6495 -0.6444
H 0.9196 -1.4640 -0.3891
H 0.0013 -0.3611 -1.7179

***

| no. | HOMO level (eV) |
| --- | --- |
| 1 | -9.1 |
| 2 | -9.6 |